1.
The molecule C5H7NO at a distorted geometry. Source: OMol25; level of theory: ωB97M-V/def2-TZVPD.

Summary:
E = -8834.1809 eV
Relative energy (zero: lowest compared OMol25 entry of this formula, charge and spin) = 2.0219 eV
HOMO level = -7.88 eV
Frontier orbital gap = 8.679 eV
SMILES string = Cn1cccc1O

Cartesian coordinates (Å):
C -1.793 0.146 0.522
N -0.431 -0.160 0.182
C 0.135 -1.401 -0.145
C 1.430 -1.209 -0.497
C 1.695 0.234 -0.449
C 0.545 0.748 0.098
O 0.300 2.058 0.276
H -2.250 0.825 -0.209
H -1.803 0.620 1.503
H -2.354 -0.786 0.544
H -0.480 -2.286 -0.082
H 2.119 -2.017 -0.740
H 1.709 0.773 -1.385
H 1.178 2.457 0.382

Atomic partial charges in e from the Löwdin method, atoms 1 to 2: atom 1 (C): -0.014, atom 2 (N): -0.092

---

2.
A structure of composition C9H31BCl2HgO12P3 at a distorted geometry. Source: OMol25; level of theory: ωB97M-V/def2-TZVPD.

Summary:
Charge = -1
E = -92172.6251 eV
Relative energy (zero: lowest compared OMol25 entry of this formula, charge and spin) = 1.5430 eV
HOMO level = -4.27 eV
Frontier orbital gap = 6.540 eV

Cartesian coordinates (Å):
Hg -1.510 0.290 -0.338
Cl -1.543 0.673 2.481
Cl -4.220 0.744 -0.687
B -1.204 -0.125 -2.717
H -0.578 0.550 -2.154
H -1.031 -1.117 -2.330
H -2.258 0.083 -2.622
H -1.000 -0.130 -3.777
C -2.058 -4.688 -1.243
O -2.032 -4.554 0.201
P -1.251 -3.336 0.985
O -1.553 -2.015 0.361
O -1.843 -3.562 2.535
C -1.168 -3.062 3.696
O 0.287 -3.804 1.000
C 0.787 -4.867 1.842
H -3.003 -4.899 -1.743
H -1.359 -5.441 -1.606
H -1.646 -3.758 -1.635
H -0.295 -3.658 3.962
H -1.974 -2.892 4.410
H -0.696 -2.090 3.550
H 1.263 -5.644 1.244
H 0.072 -5.277 2.555
H 1.562 -4.501 2.516
C -2.597 5.180 1.069
O -2.383 5.165 -0.373
P -1.367 3.988 -0.899
O -1.584 2.642 -0.310
O 0.115 4.629 -0.776
C 1.268 3.743 -0.699
O -1.702 4.087 -2.543
C -1.437 5.218 -3.428
H -3.550 5.398 1.551
H -1.710 5.612 1.534
H -2.513 4.130 1.351
H 1.432 3.136 -1.589
H 1.174 3.160 0.217
H 2.228 4.245 -0.573
H -0.474 4.982 -3.882
H -1.536 6.123 -2.828
H -2.277 5.322 -4.114
C 2.185 -2.565 -1.266
O 2.307 -1.916 0.039
P 2.165 -0.307 0.246
O 0.836 0.296 -0.071
O 3.428 0.228 -0.655
C 4.110 1.455 -0.401
O 2.728 -0.058 1.757
C 2.090 -0.814 2.783
H 3.172 -2.475 -1.719
H 1.432 -2.280 -2.001
H 2.040 -3.645 -1.250
H 3.741 2.200 -1.106
H 5.173 1.258 -0.545
H 3.926 1.944 0.555
H 1.477 -0.230 3.470
H 2.856 -1.099 3.504
H 1.501 -1.674 2.463

Atomic partial charges in e from the Löwdin method, atoms 1 to 2: atom 1 (Hg): 0.805, atom 2 (Cl): -0.404

---

3.
The ion CH3O3S with charge -1 at a distorted geometry. Source: OMol25; level of theory: ωB97M-V/def2-TZVPD.

Summary:
Charge = -1
E = -18062.3267 eV
Relative energy (zero: lowest compared OMol25 entry of this formula, charge and spin) = 2.5329 eV
HOMO level = -2.89 eV
Frontier orbital gap = 6.766 eV

Cartesian coordinates (Å):
C -0.220 -0.669 -0.298
O 0.105 0.680 1.960
O 1.068 -0.076 -0.568
O -0.931 -1.132 -1.171
S -0.789 0.848 0.765
H -0.198 -1.391 0.581
H 1.248 -0.291 -1.471
H -0.281 2.031 0.203

Atomic partial charges in e from the Löwdin method, atoms 1 to 2: atom 1 (C): -0.878, atom 2 (O): -0.711

---

4.
The molecule FH4N2P at a distorted geometry. Source: OMol25; level of theory: ωB97M-V/def2-TZVPD.

Summary:
E = -15053.1803 eV
Relative energy (zero: lowest compared OMol25 entry of this formula, charge and spin) = 0.0000 eV
HOMO level = -8.88 eV
Frontier orbital gap = 10.125 eV
SMILES string = NP(N)F

Cartesian coordinates (Å):
N 0.301 1.300 0.029
P -0.577 0.062 -0.614
N 0.371 -1.237 -0.058
F -1.806 -0.250 0.450
H 0.019 2.273 -0.214
H 0.579 1.309 0.980
H -0.155 -2.101 -0.068
H 1.268 -1.357 -0.504

Atomic partial charges in e from the Löwdin method, atoms 1 to 2: atom 1 (N): -0.207, atom 2 (P): 0.636